(one)
Entry from the OMol25 dataset: 2 unconnected molecules or ions with the total composition C5H16N2O (ωB97M-V/def2-TZVPD).

```
24
Properties=species:S:1:pos:R:3
C 1.372 1.154 -1.712
N 1.344 0.154 -0.659
C -1.671 1.444 1.488
C -0.294 1.368 0.849
C 0.193 0.024 0.225
C -0.936 -0.620 -0.624
N -0.774 -2.068 -0.711
H 2.413 1.315 -1.985
H 0.732 0.839 -2.531
H 1.032 2.142 -1.403
H 2.193 0.104 -0.125
H -2.332 0.645 1.160
H -1.655 1.457 2.578
H -2.221 2.347 1.205
H 0.507 1.554 1.575
H -0.189 2.181 0.132
H 0.343 -0.674 1.043
H -0.858 -0.148 -1.619
H -1.959 -0.348 -0.391
H -1.381 -2.474 -1.410
H 0.161 -2.233 -1.026
H 0.885 -3.215 1.751
H 1.494 -2.348 0.637
O 1.603 -2.602 1.554
```

Net charge: 0
LUMO level, eV: 1.1
HOMO-LUMO gap, eV: 9.74
SMILES: CC[C@@H](CN)NC.O
Highest occupied orbital energy, eV: -8.682

Atom charges from the natural (NBO) analysis, given in e for atoms 1 to 5:
1. C -0.411
2. N -0.657
3. C -0.620
4. C -0.425
5. C -0.064

---

(two)
Entry from the OMol25 dataset: 2 unconnected molecules or ions with the total composition C5H16N2O (ωB97M-V/def2-TZVPD).

```
24
Properties=species:S:1:pos:R:3
C -2.471 0.612 -0.765
C -1.050 0.568 -1.307
C -0.134 1.632 -0.702
C 0.244 1.416 0.764
N 1.191 0.319 0.976
C 0.782 -0.763 1.847
N -0.270 -1.674 1.397
H -2.931 1.588 -0.950
H -2.508 0.463 0.316
H -3.102 -0.148 -1.232
H -1.073 0.716 -2.392
H -0.606 -0.415 -1.132
H 0.796 1.681 -1.276
H -0.605 2.615 -0.788
H -0.657 1.232 1.353
H 0.686 2.342 1.141
H 1.539 -0.035 0.094
H 1.665 -1.365 2.053
H 0.468 -0.326 2.798
H 0.020 -2.102 0.525
H -1.127 -1.164 1.220
H 1.325 -1.310 -2.462
H 2.486 -2.097 -1.850
O 1.680 -1.622 -1.620
```

Net charge: 0
LUMO level, eV: 0.5
HOMO-LUMO gap, eV: 8.63
SMILES: CCCCNCN.O
Highest occupied orbital energy, eV: -8.169

Atom charges from the natural (NBO) analysis, given in e for atoms 1 to 5:
1. C -0.609
2. C -0.408
3. C -0.404
4. C -0.217
5. N -0.661

---

(three)
Entry from the OMol25 dataset: 2 unconnected molecules or ions with the total composition C5H16N2O (ωB97M-V/def2-TZVPD).

```
24
Properties=species:S:1:pos:R:3
N 1.211 1.929 0.805
C 1.092 0.344 1.043
C -0.072 0.262 2.057
C 0.748 -0.275 -0.374
N -0.567 -0.893 -0.386
C -0.463 -2.306 0.058
C -1.269 -0.828 -1.735
H 0.287 2.332 0.935
H 1.880 2.380 1.435
H 2.143 0.115 1.410
H 0.093 0.989 2.863
H -1.105 0.417 1.443
H -0.228 -0.686 2.361
H 0.837 0.569 -1.059
H 1.622 -1.102 -0.560
H 0.036 -2.180 1.034
H -0.009 -3.081 -0.470
H -1.364 -2.761 0.310
H -1.741 -1.856 -1.902
H -2.145 -0.218 -1.677
H -0.832 -0.585 -2.598
H -0.707 2.154 -1.961
H 0.544 2.560 -1.030
O 0.009 2.718 -2.001
```

Net charge: 0
LUMO level, eV: 0.9
HOMO-LUMO gap, eV: 9.75
SMILES: C[C@H](N)CN(C)C.O
Highest occupied orbital energy, eV: -8.883

Atom charges from the natural (NBO) analysis, given in e for atoms 1 to 5:
1. N -0.896
2. C -0.045
3. C -0.637
4. C -0.242
5. N -0.457

---

Result of the stability comparison: (three) is the least stable of them.

---

(one)
Entry from the OMol25 dataset: 2 unconnected molecules or ions with the total composition C5H16N2O (ωB97M-V/def2-TZVPD).

```
24
Properties=species:S:1:pos:R:3
N 0.975 -0.261 1.600
C 0.140 0.983 1.285
C 1.073 2.217 1.184
C -0.684 0.829 0.055
N -1.164 -0.537 -0.449
C -1.261 -0.542 -1.930
C -2.345 -0.943 0.206
H 1.078 -0.972 0.880
H 1.943 -0.183 1.917
H -0.629 1.008 2.116
H 0.334 3.103 1.037
H 1.489 2.295 2.206
H 1.930 2.327 0.564
H -1.517 1.532 0.104
H 0.237 1.094 -0.663
H -0.220 -0.189 -2.147
H -1.954 0.247 -2.270
H -1.265 -1.573 -2.444
H -2.757 -1.906 0.031
H -2.159 -1.154 1.289
H -3.202 -0.270 0.050
H 3.203 -1.188 -0.868
H 1.799 -1.391 -1.546
O 2.685 -1.558 -1.639
```

Net charge: 0
LUMO level, eV: 0.8
HOMO-LUMO gap, eV: 9.58
SMILES: C[C@H](N)CN(C)C.O
Highest occupied orbital energy, eV: -8.787

Atom charges from the natural (NBO) analysis, given in e for atoms 1 to 5:
1. N -0.883
2. C -0.054
3. C -0.629
4. C -0.226
5. N -0.459

---

(two)
Entry from the OMol25 dataset: 2 unconnected molecules or ions with the total composition C5H16N2O (ωB97M-V/def2-TZVPD).

```
24
Properties=species:S:1:pos:R:3
C -0.926 -0.322 -1.709
N -1.139 -0.221 -0.220
C -1.533 1.102 0.243
C 0.070 -0.767 0.484
C 1.319 0.140 0.435
N 1.804 0.313 -0.905
C 2.958 1.182 -1.084
H -0.316 -1.201 -1.827
H -0.421 0.567 -2.085
H -1.934 -0.347 -2.109
H -2.385 1.016 0.916
H -0.739 1.673 0.755
H -1.662 1.829 -0.569
H -0.145 -0.932 1.540
H 0.245 -1.767 0.079
H 2.086 -0.226 1.157
H 1.096 1.138 0.835
H 1.920 -0.522 -1.455
H 3.010 1.999 -0.364
H 3.893 0.632 -0.934
H 3.003 1.579 -2.101
H -2.091 -0.545 2.037
H -1.841 -2.096 2.373
O -2.440 -1.330 2.436
```

Net charge: 0
LUMO level, eV: 0.9
HOMO-LUMO gap, eV: 9.15
SMILES: CNCCN(C)C.O
Highest occupied orbital energy, eV: -8.286

Atom charges from the natural (NBO) analysis, given in e for atoms 1 to 5:
1. C -0.403
2. N -0.455
3. C -0.439
4. C -0.225
5. C -0.233

---

Result of the stability comparison: (one) is the least stable of them.

---

(one)
Entry from the OMol25 dataset: 3 unconnected molecules or ions with the total composition C5H16N2O (ωB97M-V/def2-TZVPD).

```
24
Properties=species:S:1:pos:R:3
N -0.713 0.541 1.474
C -0.242 0.214 0.259
C 0.848 1.205 -0.213
C 1.997 1.126 0.766
C 1.207 0.932 -1.681
C 0.056 -1.265 -0.014
N -0.888 -1.836 -1.061
H -0.331 -0.149 2.123
H -1.899 0.985 -0.875
H -1.314 0.526 -0.468
H 0.465 2.226 -0.214
H 2.985 1.366 0.365
H 2.273 0.125 1.120
H 1.782 1.770 1.617
H 1.819 1.742 -2.094
H 0.297 1.001 -2.288
H 1.713 -0.002 -1.919
H 0.016 -1.961 0.813
H 1.010 -1.232 -0.542
H -1.725 -1.270 -0.992
H -1.170 -2.734 -0.689
H -2.165 -0.516 1.388
H -3.459 -1.378 1.732
O -2.563 -1.417 1.393
```

Net charge: 0
LUMO level, eV: -0.8
HOMO-LUMO gap, eV: 7.86
Highest occupied orbital energy, eV: -8.632

Atom charges from the natural (NBO) analysis, given in e for atoms 1 to 5:
1. N -0.748
2. C 0.250
3. C -0.254
4. C -0.612
5. C -0.621

---

(two)
Entry from the OMol25 dataset: 2 unconnected molecules or ions with the total composition C5H16N2O (ωB97M-V/def2-TZVPD).

```
24
Properties=species:S:1:pos:R:3
C 0.040 -1.706 -2.735
C -0.993 -1.427 -1.654
N -0.326 -0.625 -0.611
C -1.177 0.175 0.315
C -0.292 1.081 1.128
N 0.061 0.397 2.433
C 0.904 1.225 3.279
H -0.252 -2.239 -3.644
H 0.620 -0.829 -2.932
H 0.697 -2.482 -2.337
H -1.848 -0.828 -2.026
H -1.424 -2.341 -1.244
H 0.403 -1.144 -0.134
H -1.792 0.697 -0.447
H -1.773 -0.460 1.005
H -0.729 1.964 1.653
H 0.670 1.345 0.661
H 0.371 -0.523 2.137
H 0.382 2.189 3.384
H 1.904 1.551 2.948
H 1.010 0.788 4.271
H 1.126 1.327 -2.567
H 0.874 0.680 -1.184
O 1.544 1.186 -1.700
```

Net charge: 0
LUMO level, eV: 1.0
HOMO-LUMO gap, eV: 9.75
SMILES: CCNCCNC.O
Highest occupied orbital energy, eV: -8.789

Atom charges from the natural (NBO) analysis, given in e for atoms 1 to 5:
1. C -0.625
2. C -0.210
3. N -0.662
4. C -0.238
5. C -0.251

---

Result of the stability comparison: (one) is the least stable of them.

---

(one)
Entry from the OMol25 dataset: 3 unconnected molecules or ions with the total composition C5H16N2O (ωB97M-V/def2-TZVPD).

```
24
Properties=species:S:1:pos:R:3
C 0.284 -2.794 -1.103
C 0.850 -1.685 -0.209
C -0.165 -1.093 0.746
C -0.997 -0.024 0.066
N -0.091 0.903 -0.672
C -0.742 2.181 -0.858
N -0.976 2.711 0.469
H -0.089 -3.611 -0.487
H -0.511 -2.427 -1.752
H 1.066 -3.168 -1.783
H 1.679 -2.095 0.379
H 1.138 -0.814 -0.855
H 0.396 -0.560 1.526
H -0.819 -1.831 1.227
H -1.703 -0.423 -0.681
H -1.517 0.500 0.866
H 1.827 -0.143 0.674
H -1.675 1.999 -1.413
H -0.107 2.845 -1.473
H -0.879 3.722 0.526
H -0.227 2.253 1.026
H 0.677 1.093 -0.003
H 1.502 1.367 2.304
O 1.078 1.095 1.479
```

Net charge: 0
LUMO level, eV: -1.3
HOMO-LUMO gap, eV: 6.87
Highest occupied orbital energy, eV: -8.139

Atom charges from the natural (NBO) analysis, given in e for atoms 1 to 5:
1. C -0.587
2. C -0.488
3. C -0.453
4. C -0.242
5. N -0.685

---

(two)
Entry from the OMol25 dataset: 3 unconnected molecules or ions with the total composition C5H16N2O (ωB97M-V/def2-TZVPD).

```
24
Properties=species:S:1:pos:R:3
N -1.422 0.669 0.599
C -1.205 0.571 -0.758
C 0.319 0.043 -1.137
C 1.559 0.623 -0.435
C 2.419 -0.487 0.160
C -0.639 1.597 -1.513
N -1.965 -2.308 0.229
H -1.936 -1.346 0.578
H -2.138 1.365 0.745
H -1.864 -0.093 -1.313
H 0.148 -0.957 -0.703
H 0.523 -0.198 -2.188
H 1.227 1.269 0.369
H 2.133 1.219 -1.140
H 2.748 -1.195 -0.601
H 3.297 -0.068 0.643
H 1.854 -1.015 0.930
H -0.874 1.787 -2.540
H -0.140 2.361 -0.941
H -1.410 -2.865 0.866
H -2.911 -2.646 0.319
H 0.030 0.651 3.398
H -0.233 0.541 1.868
O 0.482 0.480 2.563
```

Net charge: 0
LUMO level, eV: -0.1
HOMO-LUMO gap, eV: 7.46
Highest occupied orbital energy, eV: -7.591

Atom charges from the natural (NBO) analysis, given in e for atoms 1 to 5:
1. N -1.057
2. C 0.018
3. C -0.426
4. C -0.416
5. C -0.609

---

(three)
Entry from the OMol25 dataset: 2 unconnected molecules or ions with the total composition C5H16N2O (ωB97M-V/def2-TZVPD).

```
24
Properties=species:S:1:pos:R:3
C -0.597 2.503 0.569
C -0.739 1.181 1.326
C -0.210 -0.040 0.563
C -1.067 -0.390 -0.650
N -1.007 -1.745 -1.133
C 0.235 -2.120 -1.756
N -0.368 3.593 1.489
H 0.316 2.383 -0.004
H -1.378 2.741 -0.161
H -0.092 1.307 2.190
H -1.759 0.976 1.651
H 0.862 -0.013 0.383
H -0.382 -0.828 1.309
H -2.095 -0.112 -0.389
H -0.892 0.299 -1.487
H -1.234 -2.392 -0.396
H 0.275 -3.183 -1.897
H 0.358 -1.588 -2.677
H 1.196 -1.868 -1.275
H -0.847 3.507 2.372
H -0.488 4.520 1.120
H 2.633 -2.562 -0.659
H 4.041 -3.229 -0.466
O 3.238 -2.941 -0.023
```

Net charge: 0
LUMO level, eV: 0.9
HOMO-LUMO gap, eV: 9.75
SMILES: CNCCCCN.O
Highest occupied orbital energy, eV: -8.840

Atom charges from the natural (NBO) analysis, given in e for atoms 1 to 5:
1. C -0.217
2. C -0.400
3. C -0.416
4. C -0.225
5. N -0.611

---

(four)
Entry from the OMol25 dataset: 2 unconnected molecules or ions with the total composition C5H16N2O (ωB97M-V/def2-TZVPD).

```
24
Properties=species:S:1:pos:R:3
C 1.284 1.399 1.344
C 0.442 0.149 1.652
C -0.915 0.114 0.958
C -0.777 0.249 -0.545
N -2.037 0.269 -1.265
C -2.385 -0.686 -2.309
N 2.255 1.866 2.355
H 1.874 1.145 0.469
H 0.704 2.279 1.043
H 0.998 -0.732 1.306
H 0.351 0.120 2.739
H -1.425 -0.843 1.055
H -1.535 0.866 1.467
H -0.204 1.108 -0.925
H -0.149 -0.626 -0.836
H -2.796 0.407 -0.614
H -3.312 -1.204 -2.060
H -2.629 -0.122 -3.220
H -1.574 -1.382 -2.517
H 1.965 1.658 3.305
H 3.177 1.596 2.089
H 1.441 -3.493 -1.867
H 2.530 -2.396 -1.490
O 1.646 -2.549 -1.843
```

Net charge: 0
LUMO level, eV: 0.6
HOMO-LUMO gap, eV: 8.68
SMILES: CNCCCCN.O
Highest occupied orbital energy, eV: -8.038

Atom charges from the natural (NBO) analysis, given in e for atoms 1 to 5:
1. C -0.221
2. C -0.407
3. C -0.406
4. C -0.219
5. N -0.648

---

Result of the stability comparison: (one) is the least stable of them.